Computed, not measured: a molecular structure, C31H46CeN8O2S3, with ωB97M-V/def2-TZVPD.

Values from the calculation:
Largest force on an atom   3.1 eV/A
E_tot   -94327.659 eV
Total charge   +3
2S+1   2

Cartesian coordinates (Å):
Ce: -0.554 -0.023 -0.527
N: 0.425 4.467 -0.456
C: 0.031 3.375 0.502
C: -1.150 3.791 1.359
C: -1.538 2.605 2.250
N: -1.984 1.453 1.413
C: -0.358 2.223 3.138
C: 0.905 1.876 2.350
N: 0.743 0.555 1.684
C: 1.242 2.986 1.345
H: -0.391 4.885 -0.905
H: 1.042 4.107 -1.206
H: 0.924 5.208 0.041
H: -0.299 2.521 -0.092
H: -2.002 4.085 0.737
H: -0.896 4.636 2.004
H: -2.355 2.929 2.899
H: -2.877 1.710 1.001
H: -2.197 0.692 2.055
H: -0.622 1.383 3.781
H: -0.141 3.067 3.795
H: 1.740 1.823 3.053
H: 0.495 -0.122 2.416
H: 1.667 0.272 1.359
H: 2.051 2.642 0.695
H: 1.591 3.857 1.908
C: -1.780 -2.217 4.752
C: -2.569 -2.045 3.460
S: -1.633 -2.192 1.892
C: -1.007 -3.907 1.938
C: 0.234 -4.214 2.796
S: 1.539 -2.932 2.784
C: 2.020 -2.854 4.532
C: 0.927 -2.420 5.522
S: -0.269 -1.196 4.882
H: -1.485 -3.256 4.875
H: -2.420 -1.951 5.592
H: -3.035 -1.060 3.405
H: -3.360 -2.793 3.422
H: -0.817 -4.142 0.890
H: -1.835 -4.535 2.267
H: 0.687 -5.137 2.438
H: -0.044 -4.363 3.836
H: 2.848 -2.146 4.533
H: 2.411 -3.831 4.812
H: 1.399 -1.971 6.394
H: 0.346 -3.269 5.874
N: -4.460 0.516 -3.038
C: -4.558 1.805 -2.594
C: -3.576 1.948 -1.661
N: -2.888 0.770 -1.520
C: -3.446 -0.077 -2.374
C: -2.966 -1.437 -2.483
N: -1.927 -1.850 -1.765
C: -1.759 -3.178 -2.070
C: -2.697 -3.563 -2.979
N: -3.450 -2.448 -3.232
H: -5.060 0.106 -3.736
H: -5.287 2.500 -2.974
H: -3.324 2.834 -1.102
H: -0.970 -3.774 -1.643
H: -2.884 -4.511 -3.451
H: -4.226 -2.426 -3.875
O: 1.550 0.894 -1.060
C: 1.070 1.680 -1.928
O: -0.192 1.697 -2.123
C: 1.942 2.648 -2.631
C: 3.312 2.677 -2.353
C: 4.134 3.568 -3.021
C: 3.605 4.402 -4.000
C: 2.246 4.363 -4.294
C: 1.410 3.501 -3.606
H: 3.720 1.974 -1.639
H: 5.192 3.597 -2.798
H: 4.259 5.062 -4.553
H: 1.847 5.002 -5.070
H: 0.352 3.455 -3.836
N: 1.206 -1.918 -0.409
C: 1.807 -2.259 -1.680
C: 3.063 -3.029 -1.703
C: 3.603 -3.425 -2.911
C: 2.960 -3.094 -4.093
C: 1.729 -2.284 -4.069
C: 1.194 -1.878 -2.864
H: 1.972 -1.657 0.217
H: 0.857 -2.787 0.008
H: 3.547 -3.292 -0.771
H: 4.522 -3.994 -2.928
H: 3.370 -3.422 -5.038
H: 1.246 -2.003 -4.994
H: 0.300 -1.262 -2.849